Density functional theory data (the ωB97M-V functional and the def2-TZVPD basis) for a 2-piece molecular cluster, C13H30FN7O3P overall in a non-equilibrium geometry.

For the strongest force on any atom, the calculation gives 9.03 eV Å⁻¹. The charge is +1. The gap between HOMO and LUMO is 5.42 eV. As for the energy: -1562.8219 Eh. The value obtained for the energy relative to the best compared isomer or geometry (same formula, charge and spin) is 815.8 kJ/mol.

```
55
Properties=species:S:1:pos:R:3:forces:R:3
N -0.317116 1.969493 3.513483 0.1 1.4 1.3
H 0.005301 -4.076548 -3.673857 1.7 1.1 1.4
H -1.329181 3.849867 3.723996 0.2 -0.4 -0.1
C -1.592868 -0.387959 -3.179759 -2.9 -1.4 -3.7
H -2.028756 -1.812297 4.109203 0.0 0.1 0.1
H 1.800793 0.260872 0.075284 0.0 0.1 -0.3
H 0.488000 -0.899627 0.319471 -0.1 -0.1 0.0
C 1.429183 -0.523810 0.736575 -0.2 0.2 0.3
C -0.017305 1.544746 -2.874243 0.6 2.1 0.2
O 2.509725 -3.017549 -4.680829 -4.6 3.8 6.8
H -2.214382 2.424166 4.295907 -0.1 0.1 0.1
H -2.244690 -1.046656 2.541867 0.0 0.1 -0.1
H -0.147719 -1.321952 5.433702 -0.2 -0.1 -0.4
N -0.702033 0.290401 -2.377836 -2.1 -2.0 -0.8
H 1.004921 -0.086511 5.022647 -0.2 0.1 -0.2
H -0.079851 -2.687214 -2.377947 1.5 -1.6 -1.0
N -1.931798 0.013146 -4.602695 -2.5 -4.2 1.1
H 0.898926 -0.623212 -4.861184 1.3 0.9 1.6
P -0.242846 0.799584 2.298538 5.5 2.9 2.2
N -3.210409 -1.933790 -4.061656 1.3 4.3 -4.9
H 0.470988 3.120519 5.075874 -0.2 0.0 -0.3
H 1.135442 3.506372 3.467981 0.1 0.1 0.1
H 3.341151 -0.158797 2.245651 -0.4 0.0 -0.2
H -0.612256 0.375238 5.590998 0.0 0.0 0.1
C 1.716633 -0.208832 -4.130746 2.0 1.1 -1.2
H 1.623454 2.059089 4.362288 0.0 -0.1 -0.2
O 2.033340 -1.184601 -3.035227 -1.8 -2.4 -2.7
C 1.446288 1.309508 -3.574107 -0.1 -0.1 -0.3
C 0.642577 -3.458122 -2.906570 0.0 1.4 0.6
H -3.371938 -0.928228 -6.281135 0.8 -0.3 2.6
H -0.720814 2.148893 -3.613536 1.3 -1.7 1.6
H -0.569613 -0.083668 -1.390723 0.1 1.0 -1.7
H 2.563125 0.389896 3.680995 0.0 0.2 0.1
C -2.932799 -0.958370 -5.194666 3.4 0.8 6.7
N -2.435669 -1.627452 -2.922169 1.8 2.1 0.7
C 1.813690 -2.529885 -3.644193 3.0 -2.7 -3.7
N -0.551753 -0.373809 3.600891 -3.8 -2.8 -0.8
H -2.055165 2.743944 2.564680 0.1 0.1 0.1
C 2.506276 0.459157 2.596600 0.0 0.2 0.4
H -2.460002 -2.160877 -2.001281 -0.4 0.7 -2.0
N 1.228120 -0.031009 2.109026 1.9 -1.6 -1.4
H -2.617901 -0.133632 4.013325 -0.3 -0.1 0.1
F -4.115334 -2.937000 -4.248202 1.1 0.5 1.4
C -1.531416 2.789321 3.523741 -0.6 -0.5 -0.1
C -0.057188 -0.335664 4.968570 0.2 1.0 0.0
H 1.091615 -4.122384 -2.031162 -0.8 1.3 -2.2
C 0.781283 2.694357 4.110972 0.5 0.3 0.0
O 0.025852 1.820238 1.165710 -2.9 -1.5 -1.4
C -1.928784 -0.862058 3.574331 0.1 -0.3 0.2
H 2.291239 1.683450 -2.825455 -1.8 -1.1 -1.7
H 2.697917 1.490427 2.281809 0.2 0.1 0.0
H 0.137918 2.257986 -1.931678 -0.5 -1.8 -1.9
H 2.722012 -0.151353 -4.771924 -2.3 0.0 1.2
H 2.137965 -1.360491 0.718474 -0.1 0.2 0.2
H 1.475851 2.022687 -4.529812 0.0 -1.6 2.1
```
Positions in Å, forces in eV/Å.